The following is a DFT calculation (ωB97M-V with the def2-TZVPD basis set) of 15 unconnected molecules or ions with the total composition C68H88Cl12F7O4P at a distorted geometry.

Each line ends with the Löwdin charge.
Element x y z (Å)
C: -2.501 -2.366 2.629  -0.098
C: -2.574 -1.982 1.160  -0.264
C: -1.427 -1.112 0.643  -0.218
C: -1.647 0.421 0.853  -0.215
P: -0.225 1.520 0.381  1.102
C: -0.467 3.299 0.874  -0.190
C: 0.684 4.351 1.032  -0.257
C: 1.523 4.845 -0.153  -0.254
C: 0.755 5.480 -1.317  -0.110
C: 1.359 0.803 1.162  -0.251
C: 1.498 0.993 2.680  -0.234
C: 2.737 0.422 3.379  -0.217
C: 2.897 -1.086 3.021  -0.115
C: 0.096 1.192 -1.355  -0.265
C: -1.062 1.244 -2.475  -0.181
C: -0.476 1.103 -3.906  -0.223
C: 0.256 -0.302 -4.219  -0.085
H: -1.601 -2.894 2.944  0.056
H: -3.290 -3.026 2.990  0.057
H: -2.414 -1.451 3.214  0.077
H: -3.466 -1.435 0.855  0.095
H: -2.648 -2.944 0.653  0.079
H: -1.422 -1.296 -0.431  0.092
H: -0.512 -1.529 1.064  0.094
H: -1.786 0.695 1.899  0.084
H: -2.609 0.803 0.509  0.096
H: -0.875 3.301 1.885  0.084
H: -1.127 3.684 0.097  0.078
H: 1.483 4.151 1.746  0.041
H: 0.152 5.175 1.508  0.079
H: 2.127 3.992 -0.461  0.085
H: 2.130 5.609 0.333  0.053
H: 0.098 4.903 -1.968  0.044
H: 1.541 5.973 -1.888  0.065
H: 0.095 6.301 -1.037  0.046
H: 2.209 1.199 0.608  0.067
H: 1.382 -0.235 0.829  0.056
H: 0.546 0.675 3.107  0.106
H: 1.337 2.062 2.815  0.074
H: 2.730 0.474 4.467  0.104
H: 3.662 0.929 3.104  0.082
H: 2.006 -1.712 2.993  0.073
H: 3.539 -1.650 3.699  0.055
H: 3.449 -1.205 2.089  0.052
H: 0.557 0.214 -1.493  0.066
H: 0.910 1.870 -1.612  0.082
H: -1.698 2.114 -2.314  0.085
H: -1.886 0.550 -2.310  0.102
H: 0.417 1.723 -3.988  0.079
H: -1.227 1.260 -4.681  0.022
H: -0.096 -1.101 -3.566  0.059
H: 1.343 -0.265 -4.156  0.048
H: 0.127 -0.524 -5.278  0.053
C: -2.467 3.103 4.427  -0.487
O: -3.302 3.096 3.360  -0.394
H: -2.180 4.148 4.546  0.010
H: -2.885 2.896 5.412  0.024
H: -1.560 2.532 4.232  0.007
C: -4.092 3.701 -1.326  -0.517
O: -3.721 3.425 -0.077  -0.366
H: -4.905 4.425 -1.276  0.045
H: -3.300 3.814 -2.067  -0.002
H: -4.565 2.854 -1.823  -0.007
C: -1.949 7.374 0.868  -0.109
C: -2.731 6.747 2.028  -0.320
O: -4.131 6.539 1.809  0.016
H: -2.419 8.347 0.724  0.060
H: -2.007 6.877 -0.100  0.064
H: -0.910 7.554 1.146  0.060
H: -2.546 7.252 2.976  0.105
H: -2.150 5.825 2.043  0.101
C: 2.700 5.691 4.059  -2.028
Cl: 3.319 6.530 5.481  0.517
Cl: 2.702 6.782 2.676  0.589
Cl: 3.623 4.218 3.810  0.543
Cl: 1.063 5.110 4.496  0.537
C: -4.766 2.035 -6.152  -1.996
Cl: -5.593 0.540 -5.856  0.561
Cl: -4.828 3.168 -4.734  0.534
Cl: -3.098 1.604 -6.436  0.535
Cl: -5.470 2.893 -7.597  0.473
C: -1.227 6.120 -5.494  -2.032
Cl: -0.324 7.257 -6.517  0.515
Cl: -1.399 6.689 -3.834  0.558
Cl: -2.833 6.000 -6.084  0.532
Cl: -0.492 4.447 -5.511  0.481
C: 5.171 -1.062 -2.024  0.009
C: 3.696 -1.195 -1.516  -0.401
O: 3.064 -0.201 -1.153  0.013
C: 3.043 -2.548 -1.321  -0.017
H: 5.599 -2.010 -1.699  0.066
H: 5.726 -0.280 -1.505  0.069
H: 5.232 -1.029 -3.111  0.055
H: 3.732 -3.380 -1.467  0.073
H: 2.294 -2.622 -2.110  0.085
H: 2.565 -2.737 -0.360  0.069
F: -7.805 -1.845 5.350  0.053
C: -7.089 -1.207 4.432  -0.309
C: -6.975 -1.822 3.163  -0.048
C: -6.181 -1.270 2.178  -0.100
C: -5.608 -0.035 2.473  -0.078
C: -5.720 0.608 3.708  -0.040
C: -6.441 -0.035 4.708  -0.026
H: -7.513 -2.719 2.893  0.094
H: -6.163 -1.781 1.227  0.099
H: -5.190 0.563 1.677  0.106
H: -5.382 1.595 3.989  0.099
H: -6.479 0.521 5.633  0.113
F: -3.704 -8.112 6.309  0.032
C: -4.583 -7.365 5.605  -0.268
C: -5.654 -8.136 5.073  -0.005
C: -6.574 -7.395 4.320  -0.101
C: -6.443 -6.042 4.095  -0.088
C: -5.290 -5.377 4.558  -0.077
C: -4.376 -5.993 5.390  -0.011
H: -5.492 -9.196 5.203  0.110
H: -7.376 -7.932 3.835  0.098
H: -7.141 -5.429 3.544  0.096
H: -5.158 -4.345 4.270  0.091
H: -3.490 -5.534 5.803  0.114
F: 6.235 6.422 0.426  0.023
C: 5.907 5.078 0.359  -0.263
C: 5.259 4.605 -0.766  -0.009
C: 4.901 3.238 -0.888  -0.071
C: 5.247 2.399 0.146  -0.113
C: 6.002 2.849 1.204  -0.081
C: 6.296 4.212 1.355  -0.030
H: 4.921 5.274 -1.543  0.113
H: 4.299 2.813 -1.678  0.105
H: 4.834 1.406 0.054  0.080
H: 6.320 2.105 1.921  0.089
H: 6.768 4.639 2.228  0.115
F: 1.152 -2.848 -6.382  0.049
C: 2.406 -3.057 -5.911  -0.265
C: 2.779 -4.225 -5.215  -0.011
C: 4.009 -4.357 -4.617  -0.095
C: 4.893 -3.317 -4.755  -0.104
C: 4.536 -2.165 -5.472  -0.085
C: 3.278 -2.038 -6.004  -0.044
H: 2.123 -5.078 -5.125  0.109
H: 4.336 -5.257 -4.117  0.111
H: 5.918 -3.302 -4.413  0.104
H: 5.125 -1.276 -5.645  0.109
H: 3.004 -1.186 -6.609  0.128
F: 6.989 -2.020 1.071  0.072
C: 7.498 -1.326 2.081  -0.305
C: 8.867 -1.101 2.108  -0.023
C: 9.355 -0.193 3.018  -0.067
C: 8.463 0.391 3.993  -0.084
C: 7.137 0.052 3.990  -0.094
C: 6.645 -0.830 3.024  -0.011
H: 9.637 -1.525 1.481  0.114
H: 10.419 -0.014 3.044  0.098
H: 8.890 1.055 4.730  0.096
H: 6.527 0.596 4.695  0.108
H: 5.635 -1.212 3.032  0.092
F: -4.231 -2.522 -2.005  0.056
C: -3.529 -2.913 -3.095  -0.267
C: -3.904 -2.374 -4.334  -0.009
C: -3.034 -2.581 -5.397  -0.087
C: -1.850 -3.290 -5.252  -0.099
C: -1.535 -3.886 -4.030  -0.070
C: -2.395 -3.685 -2.961  -0.022
H: -4.740 -1.691 -4.305  0.079
H: -3.260 -2.149 -6.361  0.099
H: -1.218 -3.231 -6.126  0.086
H: -0.690 -4.549 -3.913  0.082
H: -2.250 -3.988 -1.935  0.099
F: 1.351 -4.623 -0.207  0.031
C: 0.278 -5.389 -0.541  -0.222
C: 0.194 -6.066 -1.776  -0.045
C: -0.907 -6.863 -2.053  -0.094
C: -2.006 -6.852 -1.161  -0.090
C: -2.000 -6.108 0.028  -0.077
C: -0.849 -5.375 0.353  -0.007
H: 1.006 -6.344 -2.430  0.106
H: -0.970 -7.603 -2.837  0.105
H: -2.909 -7.367 -1.453  0.097
H: -2.842 -5.993 0.694  0.107
H: -0.773 -4.827 1.281  0.103

Properties
- spin multiplicity = 2
- ⟨S²⟩ = 0.754
- Kohn-Sham gap (alpha / beta) (eV) = 3.72 / 3.70
- largest force on an atom (eV/A) = 3.25
- charge = -1